Computed, not measured: 14 unconnected molecules or ions with the total composition C20H67N23O14 in a non-equilibrium geometry, with ωB97M-V/def2-TZVPD.

Geometry as XYZ:
```
124
Properties=species:S:1:pos:R:3:forces:R:3:lowdin_spin:R:1
C 0.3369 -0.4935 1.2005 -0.21 0.64 -0.52 0.00
O -0.4125 -1.4321 1.3993 -1.59 -1.78 0.59 0.00
N 1.5818 -0.6428 0.8614 4.00 -2.73 -1.03 0.00
N -0.0119 0.7456 1.1731 -2.56 4.02 0.41 0.00
H 2.2823 0.0335 0.5930 -0.80 0.50 0.06 0.00
H 1.7368 -1.5724 0.4983 0.59 -0.15 0.25 0.00
H 0.6548 1.4978 1.0736 0.15 -0.41 0.04 0.00
H -0.9364 1.0108 1.4815 0.04 -0.04 0.28 0.00
C -3.0578 -4.5274 0.3181 2.08 -1.75 -0.32 0.00
O -2.0403 -5.1190 0.0558 2.02 -1.84 -1.17 0.00
N -3.0877 -3.2856 0.5266 0.30 6.25 0.38 0.00
N -4.2125 -5.0482 0.4885 -4.50 -3.40 0.16 0.00
H -3.9360 -2.9370 0.9495 0.81 0.96 -0.02 0.00
H -2.2620 -2.7701 0.2568 -0.26 0.63 0.80 0.00
H -4.2766 -6.0410 0.3147 -0.43 0.20 0.05 0.00
H -4.9986 -4.4353 0.3250 -0.18 -0.79 0.10 0.00
C 4.3396 -2.1838 -2.0048 -1.67 -0.02 -2.61 0.00
O 3.1871 -2.1492 -1.6205 -1.82 0.78 1.99 0.00
N 4.6262 -1.7457 -3.2037 0.41 1.49 -3.28 0.00
N 5.3259 -2.8006 -1.5002 3.45 -2.59 3.89 0.00
H 5.5154 -1.9937 -3.6134 -0.41 0.66 -0.26 0.00
H 3.9529 -1.1527 -3.6674 0.53 -0.26 -0.13 0.00
H 6.2261 -2.8475 -1.9558 -0.25 0.10 0.43 0.00
H 5.2335 -3.1362 -0.5521 0.19 -0.26 -0.12 0.00
C 1.1249 -1.9428 4.7154 2.07 -1.76 3.73 0.00
O 0.9696 -0.7705 4.7129 -1.29 4.20 -0.26 0.00
N 0.9846 -2.7548 3.7613 -1.74 -2.46 -6.08 0.00
N 1.5934 -2.6002 5.7805 0.65 -0.21 3.17 0.00
H 1.1989 -3.7418 3.7619 0.14 0.54 0.05 0.00
H 0.7433 -2.3103 2.8870 -0.13 -0.55 -0.44 0.00
H 1.6579 -3.6073 5.8227 0.05 0.44 0.10 0.00
H 1.7108 -2.0559 6.6231 0.05 -0.38 -0.07 0.00
C 1.3974 -4.1107 0.6820 3.54 0.99 -1.43 0.00
O 2.5709 -4.0357 1.1053 -0.95 -0.10 0.50 0.00
N 0.4113 -4.8189 1.1378 -0.56 -1.64 2.62 0.00
N 1.0449 -3.4923 -0.4547 -1.27 0.88 -1.36 0.00
H -0.4772 -4.8228 0.6575 -0.39 -0.54 0.35 0.00
H 0.6439 -5.4114 1.9219 -0.52 -0.05 -0.22 0.00
H 1.6671 -2.9758 -1.0599 0.20 -0.32 0.28 0.00
H 0.0716 -3.6367 -0.6825 0.32 0.38 -0.58 0.00
C -4.2700 1.6239 0.8959 -2.12 0.95 -0.28 0.00
O -3.4305 0.8478 1.1934 2.99 -3.26 0.88 0.00
N -5.5683 1.3921 0.8654 -3.06 -1.77 0.24 0.00
N -4.0168 2.8373 0.5238 1.86 2.68 -1.09 0.00
H -5.8744 0.5060 1.2413 -0.26 0.36 0.04 0.00
H -6.2040 2.1766 0.8421 -0.08 -0.52 0.17 0.00
H -4.7532 3.4559 0.2156 0.90 0.28 0.00 0.00
H -3.0156 2.9473 0.4486 -0.24 1.50 -0.17 0.00
C 5.5189 -1.6329 2.5670 0.38 -1.56 1.55 0.00
O 5.8610 -2.5492 3.3215 -0.34 0.81 -1.00 0.00
N 6.2033 -0.5109 2.4010 3.01 2.66 0.60 0.00
N 4.4042 -1.5716 1.8405 -1.92 -0.66 -1.27 0.00
H 5.9779 0.2750 1.8081 -0.30 -0.52 0.06 0.00
H 7.0128 -0.3452 2.9819 -0.21 -0.26 0.00 0.00
H 4.3103 -0.7552 1.2533 -0.15 -0.50 -0.08 0.00
H 3.9929 -2.4376 1.5225 -0.55 -0.09 0.16 0.00
C -2.8233 -1.1291 4.6173 -0.42 0.52 1.84 0.00
O -3.5111 -0.5868 5.4408 -1.92 1.33 1.52 0.00
N -2.7373 -0.8228 3.3773 -1.49 2.42 -4.67 0.00
N -1.9988 -2.0736 4.8883 2.22 -3.36 1.76 0.00
H -3.4238 -0.1359 3.1002 0.60 -0.06 -0.76 0.00
H -1.9750 -1.1351 2.7929 -0.22 0.40 -0.45 0.00
H -1.9163 -2.2541 5.8786 0.72 -0.62 -0.45 0.00
H -1.4804 -2.3938 4.0827 0.61 -0.78 1.18 0.00
C 3.1780 3.3930 0.8658 -0.87 -2.35 4.05 0.00
O 2.3764 2.5119 0.5696 -0.66 -1.00 -1.27 0.00
N 3.6040 4.3654 0.2031 1.01 4.38 -6.49 0.00
N 3.6789 3.4996 2.0771 0.30 -1.25 2.57 0.00
H 4.2640 5.0329 0.5758 -0.17 -0.31 -0.56 0.00
H 3.4901 4.2516 -0.7940 0.13 0.77 -0.09 0.00
H 3.5707 2.6522 2.6159 0.09 0.49 1.15 0.00
H 4.2598 4.3071 2.2521 0.05 -0.92 0.88 0.00
C 3.1334 1.2856 -2.6902 4.09 0.65 0.20 0.00
O 4.3536 1.2503 -2.4892 -0.75 0.31 0.00 0.00
N 2.2893 0.4027 -2.2949 -1.98 -3.75 1.76 0.00
N 2.4747 2.2044 -3.3412 -1.85 4.13 -2.98 0.00
H 1.3560 0.4132 -2.6810 0.36 -0.47 0.61 0.00
H 2.7199 -0.4418 -1.9465 -0.68 -0.71 0.34 0.00
H 2.8890 2.9291 -3.9098 0.36 -0.29 0.32 0.00
H 1.5494 1.9281 -3.6370 0.30 0.64 -0.02 0.00
C -0.8090 4.3041 0.5723 -2.48 -0.09 1.40 0.00
O -1.7979 4.9541 0.2979 -1.09 1.03 -0.45 0.00
N -0.0932 3.6744 -0.3393 1.54 -0.73 -1.04 0.00
N -0.4997 3.9413 1.8358 1.38 -0.35 1.05 0.00
H 0.7623 3.3157 0.0602 0.58 -0.56 -1.33 0.00
H -0.3499 3.7224 -1.3150 0.54 0.31 0.58 0.00
H 0.3164 3.3618 1.9712 -0.15 0.03 0.25 0.00
H -1.0087 4.1013 2.6934 -0.28 0.37 -0.58 0.00
C -1.7399 0.4975 -1.5399 0.61 2.53 0.34 0.05
C -2.0685 -0.0427 -2.9175 -1.81 -0.79 -0.15 0.05
C -3.6245 -0.1482 -3.0036 -0.10 -0.41 -1.79 0.00
C -4.3993 1.1276 -3.3840 0.83 -0.97 1.53 0.00
C -3.6595 1.7241 -4.5219 0.05 1.22 -1.82 0.01
C -2.1561 2.0823 -4.4596 -2.45 0.73 -0.55 0.05
N -1.5182 0.7739 -4.0893 -1.18 2.24 2.95 0.62
O -0.1734 0.7628 -4.1153 -0.14 -0.10 -0.62 0.11
C -1.7082 2.6736 -5.8628 0.47 -0.95 1.55 0.01
C -1.9643 3.2478 -3.3915 1.44 -1.41 0.25 0.06
C -1.4118 -1.3970 -2.9492 0.26 -0.60 -0.93 0.01
H -2.2320 1.4560 -1.3747 -0.20 0.09 -0.04 0.00
H -0.6876 0.7417 -1.3946 0.19 -0.43 0.04 0.00
H -2.1053 -0.1041 -0.7076 0.11 -0.55 -0.40 0.01
H -3.7934 -0.7784 -3.8768 -0.08 -0.53 -0.03 0.00
H -4.0445 -0.6966 -2.1604 0.38 0.24 0.22 0.00
H -4.5223 1.7292 -2.4834 0.07 0.52 -0.21 0.00
H -5.3954 0.8531 -3.7315 0.01 -0.02 0.13 0.00
H -4.1480 2.6356 -4.8664 -0.02 0.19 0.05 0.00
H -3.7345 1.0670 -5.3883 -0.26 -0.32 -0.06 0.00
H -2.0002 3.7201 -5.9503 0.07 -0.16 0.33 0.00
H -0.6271 2.5916 -5.7506 0.20 0.39 -0.94 0.00
H -2.1089 2.1751 -6.7455 0.20 -0.44 0.25 0.00
H -1.8128 4.2172 -3.8663 -0.33 -0.24 -0.11 0.01
H -2.7178 3.2746 -2.6043 -0.15 -0.04 -0.33 0.00
H -1.0248 2.9955 -2.8998 0.14 0.31 0.18 0.00
H -1.9588 -2.0670 -2.2859 0.55 0.26 0.61 0.00
H -0.3590 -1.1996 -2.7476 -0.04 -0.86 0.61 0.00
H -1.4651 -1.9640 -3.8786 -0.10 0.41 -0.53 0.00
H -0.0243 0.2117 -4.8871 1.06 -0.48 -0.61 0.02
O 2.4535 1.0951 3.6938 0.84 1.29 -0.57 0.00
H 2.5090 0.4888 2.9553 -0.12 -0.44 -0.02 0.00
H 1.8253 0.6890 4.2911 -0.18 -0.63 0.21 0.00
O -0.8929 1.8136 4.0213 0.00 0.54 -0.26 0.00
H -1.6006 1.2070 4.2394 -0.30 -0.28 0.11 0.00
H -0.1792 1.5719 4.6115 0.19 -0.19 0.13 0.00
```
Forces are in eV/Å.

Summary:
electronic energy	-84762.813	eV
highest occupied orbital energy (spin up / spin down)	-10.686 / -10.686	eV
F_max	7.90	eV/Å
spin multiplicity	2
lowest unoccupied orbital energy (spin up / spin down)	-0.112 / -0.270	Eh
Kohn-Sham gap (spin up / spin down)	7.63 / 3.33	eV
net charge	+1

=====

Computed, not measured: 2 unconnected molecules or ions with the total composition C9H22N3O2, with ωB97M-V/def2-TZVPD.

Geometry as XYZ:
```
36
Properties=species:S:1:pos:R:3:forces:R:3:nbo_charge:R:1
C 2.2777 1.4920 -0.4120 0.13 0.04 0.60 -0.62
C 1.4904 0.5275 0.4650 0.20 -0.10 -0.49 -0.40
C 0.1190 0.0783 -0.0343 -0.10 -0.13 0.02 -0.24
C 0.1191 -0.4381 -1.4850 -0.38 -0.31 0.44 -0.64
C -0.9678 1.0986 0.2611 0.08 -0.43 -0.40 -0.05
C -1.1393 2.2593 -0.6894 -0.38 0.49 0.11 -0.10
O -2.0116 3.2169 -0.1133 0.09 -0.11 0.16 -0.49
C -3.3074 2.7081 0.0945 -0.04 0.04 -0.07 -0.10
C -3.3541 1.3499 0.7889 0.07 0.16 0.32 -0.25
N -2.3286 0.4107 0.2297 -0.11 0.82 -0.20 -0.50
H 1.8302 2.4756 -0.4902 -0.13 0.17 -0.18 0.20
H 3.2467 1.6463 0.0508 0.20 0.07 0.07 0.23
H 2.4824 1.0846 -1.3915 -0.13 0.01 -0.37 0.21
H 2.0596 -0.3918 0.5457 0.14 -0.18 0.13 0.24
H 1.4069 0.8924 1.4827 -0.05 0.21 0.22 0.21
H -0.1087 -0.7858 0.5908 -0.01 -0.11 0.23 0.24
H -0.3179 -1.4313 -1.5127 -0.07 -0.21 -0.06 0.23
H -0.4630 0.1673 -2.1688 0.14 0.27 -0.28 0.20
H 1.1235 -0.5487 -1.8620 0.24 0.13 -0.22 0.23
H -0.8730 1.4915 1.2657 0.13 0.02 0.28 0.23
H -0.2065 2.7579 -0.9054 0.21 0.07 0.08 0.24
H -1.5606 1.9255 -1.6414 0.03 -0.11 -0.23 0.17
H -3.8069 3.4013 0.7590 -0.16 0.20 0.07 0.23
H -3.8791 2.6961 -0.8352 0.07 -0.16 -0.27 0.19
H -4.3426 0.9211 0.7087 -0.21 -0.21 -0.14 0.24
H -3.1322 1.4728 1.8407 0.19 -0.10 0.23 0.23
H -2.3032 -0.4888 0.7101 -0.05 -0.01 -0.03 0.45
H -2.5447 0.2802 -0.7616 0.00 -0.52 0.08 0.43
C 2.2284 -3.4422 0.7643 0.14 -0.19 0.06 0.78
O 1.4495 -2.6316 1.2497 -0.13 0.15 -0.16 -0.70
N 2.3779 -4.6933 1.2755 -0.07 -0.02 0.02 -0.83
N 3.0095 -3.1544 -0.3194 -0.10 0.05 -0.01 -0.84
H 3.0122 -5.3742 0.9021 0.01 0.02 0.00 0.40
H 1.8236 -4.9322 2.0772 0.03 0.01 -0.01 0.41
H 2.9334 -2.2374 -0.7162 0.04 -0.02 0.00 0.40
H 3.6573 -3.8044 -0.7234 0.00 0.00 0.03 0.40
```
Forces are in eV/Å.

Summary:
electronic energy	-18249.709	eV
highest occupied orbital energy	-12.666	eV
F_max	0.85	eV/Å
lowest unoccupied orbital energy	-0.102	Eh
Kohn-Sham gap	9.88	eV
energy relative to the best compared isomer or geometry (same formula, charge and spin)	0.0	kJ/mol
net charge	+1

=====

Copy entry 2 word for word.
Computed, not measured: 2 unconnected molecules or ions with the total composition C9H22N3O2, with ωB97M-V/def2-TZVPD.

Geometry as XYZ:
```
36
Properties=species:S:1:pos:R:3:forces:R:3:nbo_charge:R:1
C 2.2777 1.4920 -0.4120 0.13 0.04 0.60 -0.62
C 1.4904 0.5275 0.4650 0.20 -0.10 -0.49 -0.40
C 0.1190 0.0783 -0.0343 -0.10 -0.13 0.02 -0.24
C 0.1191 -0.4381 -1.4850 -0.38 -0.31 0.44 -0.64
C -0.9678 1.0986 0.2611 0.08 -0.43 -0.40 -0.05
C -1.1393 2.2593 -0.6894 -0.38 0.49 0.11 -0.10
O -2.0116 3.2169 -0.1133 0.09 -0.11 0.16 -0.49
C -3.3074 2.7081 0.0945 -0.04 0.04 -0.07 -0.10
C -3.3541 1.3499 0.7889 0.07 0.16 0.32 -0.25
N -2.3286 0.4107 0.2297 -0.11 0.82 -0.20 -0.50
H 1.8302 2.4756 -0.4902 -0.13 0.17 -0.18 0.20
H 3.2467 1.6463 0.0508 0.20 0.07 0.07 0.23
H 2.4824 1.0846 -1.3915 -0.13 0.01 -0.37 0.21
H 2.0596 -0.3918 0.5457 0.14 -0.18 0.13 0.24
H 1.4069 0.8924 1.4827 -0.05 0.21 0.22 0.21
H -0.1087 -0.7858 0.5908 -0.01 -0.11 0.23 0.24
H -0.3179 -1.4313 -1.5127 -0.07 -0.21 -0.06 0.23
H -0.4630 0.1673 -2.1688 0.14 0.27 -0.28 0.20
H 1.1235 -0.5487 -1.8620 0.24 0.13 -0.22 0.23
H -0.8730 1.4915 1.2657 0.13 0.02 0.28 0.23
H -0.2065 2.7579 -0.9054 0.21 0.07 0.08 0.24
H -1.5606 1.9255 -1.6414 0.03 -0.11 -0.23 0.17
H -3.8069 3.4013 0.7590 -0.16 0.20 0.07 0.23
H -3.8791 2.6961 -0.8352 0.07 -0.16 -0.27 0.19
H -4.3426 0.9211 0.7087 -0.21 -0.21 -0.14 0.24
H -3.1322 1.4728 1.8407 0.19 -0.10 0.23 0.23
H -2.3032 -0.4888 0.7101 -0.05 -0.01 -0.03 0.45
H -2.5447 0.2802 -0.7616 0.00 -0.52 0.08 0.43
C 2.2284 -3.4422 0.7643 0.14 -0.19 0.06 0.78
O 1.4495 -2.6316 1.2497 -0.13 0.15 -0.16 -0.70
N 2.3779 -4.6933 1.2755 -0.07 -0.02 0.02 -0.83
N 3.0095 -3.1544 -0.3194 -0.10 0.05 -0.01 -0.84
H 3.0122 -5.3742 0.9021 0.01 0.02 0.00 0.40
H 1.8236 -4.9322 2.0772 0.03 0.01 -0.01 0.41
H 2.9334 -2.2374 -0.7162 0.04 -0.02 0.00 0.40
H 3.6573 -3.8044 -0.7234 0.00 0.00 0.03 0.40
```
Forces are in eV/Å.

Summary:
electronic energy	-18249.709	eV
highest occupied orbital energy	-12.666	eV
F_max	0.85	eV/Å
lowest unoccupied orbital energy	-0.102	Eh
Kohn-Sham gap	9.88	eV
energy relative to the best compared isomer or geometry (same formula, charge and spin)	0.0	kJ/mol
net charge	+1

=====

Question: Which value of electronic energy does entry 2 give?
Answer: -18249.709 eV